1.
Below is a single C4H6F2O molecule, with properties calculated with wB97M-V/def2-TZVPD.

ΔE to the lowest compared entry with this formula, charge and spin ... 234.90 kJ/mol
SMILES string ... C[C@H](O)/C(F)=C/F
Charge ... 0
Spin multiplicity ... 1

Each atom is followed by the atoms it is bonded to, with distances in Å.
Cartesian coordinates (Å):
1 C 0.0413 -0.8755 -1.3244  C2 1.406, H8 1.124, H9 1.131, H10 1.110
2 C -0.2910 0.2995 -0.6267  C1 1.406, O3 1.358, C4 1.755, H11 1.131
3 O 0.6637 1.2128 -0.9392  C2 1.358, H12 0.960
4 C -0.0191 -0.0444 1.0731  C2 1.755, F5 1.343, C6 1.336
5 F 0.5913 -1.2190 1.2999  C4 1.343
6 C -0.3196 0.7480 2.1056  C4 1.336, F7 1.331, H13 1.123
7 F 0.0035 0.4014 3.3493  C6 1.331
8 H 1.1310 -1.0892 -1.1503  C1 1.124
9 H -0.1397 -0.7928 -2.4376  C1 1.131
10 H -0.5504 -1.7449 -0.9700  C1 1.110
11 H -1.4040 0.4790 -0.7132  C2 1.131
12 H 1.0551 0.8454 -1.7350  O3 0.960
13 H -0.7621 1.7797 2.0685  C6 1.123

Charges in e, computed with Mulliken, in the same order as the atoms:
1. C -1.640
2. C 0.620
3. O -0.505
4. C 0.139
5. F -0.279
6. C -0.110
7. F -0.236
8. H 0.439
9. H 0.365
10. H 0.343
11. H 0.213
12. H 0.346
13. H 0.305

---

2.
Below is a single C4H6F2O molecule, with properties calculated with wB97M-V/def2-TZVPD.

ΔE to the lowest compared entry with this formula, charge and spin ... 92.59 kJ/mol
SMILES string ... C[C@]1(C(F)F)CO1
Charge ... 0
Spin multiplicity ... 1

Each atom is followed by the atoms it is bonded to, with distances in Å.
Cartesian coordinates (Å):
1 C 0.1763 -1.6499 0.4607  C2 1.525, H8 1.104, H9 1.094, H10 1.105
2 C 0.4637 -0.2329 -0.0232  C1 1.525, C3 1.485, C6 1.477, O7 1.423
3 C -0.7074 0.6714 -0.1483  C2 1.485, F4 1.341, F5 1.366, H11 1.091
4 F -1.5452 0.2133 -1.0904  C3 1.341
5 F -1.3940 0.6722 1.0326  C3 1.366
6 C 1.6807 0.0866 -0.7961  C2 1.477, O7 1.417, H12 1.087, H13 1.114
7 O 1.5971 0.3720 0.5897  C2 1.423, C6 1.417
8 H -0.4307 -2.2497 -0.2404  C1 1.104
9 H 1.1285 -2.1757 0.5772  C1 1.094
10 H -0.3745 -1.6596 1.4181  C1 1.105
11 H -0.4426 1.6995 -0.4017  C3 1.091
12 H 1.7178 0.9243 -1.4884  C6 1.087
13 H 2.3980 -0.7355 -1.0209  C6 1.114

Charges in e, computed with Mulliken, in the same order as the atoms:
1. C -1.358
2. C 1.102
3. C 0.142
4. F -0.273
5. F -0.282
6. C -0.686
7. O -0.457
8. H 0.308
9. H 0.384
10. H 0.294
11. H 0.300
12. H 0.278
13. H 0.248

---

- What is the charge in the first record?
  0